1.
Here is 8 unconnected molecules or ions with the total composition C66H80N12O17PS from the Open Molecules 2025 dataset. Energies are from ωB97M-V/def2-TZVPD.

Output
Energy: -5237.71245 a.u.
Frontier orbital gap: 0.2787 Eh
Total charge: +1
Max |F|: 1.9 eV Å⁻¹
HOMO energy: -10.9 eV
LUMO level: -3.3 eV

Last column: Löwdin charge in e.
Element x y z (Å)
C: -5.459682 1.505002 -0.791541  -0.10
C: -4.970289 1.185051 -2.203435  -0.25
C: -4.306511 2.380753 -2.880241  -0.20
C: -3.031046 2.832758 -2.146885  -0.21
C: -1.796940 2.890739 -3.047087  -0.14
C: -0.546735 3.164127 -2.158065  -0.08
N: 0.473464 2.137947 -2.418450  0.10
C: 0.630409 1.047516 -1.728432  -0.25
N: -0.263807 0.863536 -0.657414  -0.06
C: -1.240033 -0.182069 -0.845184  -0.09
C: -2.309376 -0.165976 0.217486  -0.25
O: -2.668027 -1.159777 0.759431  0.10
O: 0.365837 0.797091 0.588956  -0.12
C: 0.717027 2.083465 1.121877  -0.13
C: 0.005954 2.420686 2.448942  -0.31
C: -0.929580 1.309829 2.961355  -0.04
C: 0.977030 2.949565 3.501607  -0.13
C: 2.229392 2.090150 3.808237  -0.38
C: 3.507636 2.574488 3.101957  -0.07
C: 2.058669 0.583917 3.607746  -0.06
N: 1.627613 0.161699 -2.145086  -0.22
C: 1.109576 -0.831630 -3.125148  -0.52
S: 2.527294 -1.274429 -4.183283  0.87
C: 1.872445 -2.593365 -5.253153  -0.52
C: 2.678906 -3.867042 -5.040524  -0.18
P: 2.574616 -0.738697 -0.899588  0.88
N: 3.067283 0.442130 0.203026  -0.11
O: 1.517026 -1.556911 0.046952  -0.25
C: 1.320395 2.410216 -3.557312  -0.20
C: 2.521206 3.090618 -3.379513  0.03
C: 3.293887 3.310436 -4.516237  -0.11
N: 2.995199 2.902616 -5.749596  0.09
C: 1.840369 2.255701 -5.902350  -0.11
C: 0.982404 1.999427 -4.835051  -0.02
H: -5.435074 0.604318 -0.177640  0.06
H: -4.838352 2.243586 -0.285502  0.07
H: -6.484488 1.865209 -0.771653  0.07
H: -4.283141 0.336008 -2.172312  0.09
H: -5.826661 0.874803 -2.798733  0.11
H: -4.131676 2.189663 -3.938578  0.11
H: -5.033639 3.193375 -2.849155  0.11
H: -3.215908 3.820182 -1.725020  0.12
H: -2.860473 2.170832 -1.299151  0.07
H: -1.726532 1.915536 -3.526345  0.10
H: -1.964476 3.697801 -3.753284  0.12
H: -0.888047 3.173214 -1.135563  0.11
H: -0.139157 4.116710 -2.463829  0.10
H: -1.750715 0.029894 -1.791327  0.13
H: -0.841664 -1.195002 -0.922309  0.12
H: -2.798072 0.788855 0.455377  0.11
H: 1.784122 2.036924 1.301354  0.07
H: 0.575938 2.892301 0.408353  0.12
H: -0.676127 3.240495 2.213204  0.13
H: -0.511610 0.314632 2.875251  0.07
H: -1.094489 1.494422 4.021636  0.09
H: -1.910838 1.380404 2.502233  0.06
H: 0.428794 3.116317 4.426463  0.12
H: 1.326840 3.932908 3.181835  0.11
H: 2.443476 2.230855 4.867078  0.13
H: 3.607182 2.137570 2.108084  0.05
H: 4.351597 2.177836 3.663667  0.08
H: 3.566350 3.657691 3.061841  0.08
H: 3.057204 0.143617 3.592212  0.07
H: 1.584902 0.294688 2.671354  0.05
H: 1.541595 0.104621 4.431320  0.06
H: 0.755256 -1.728444 -2.616093  0.06
H: 0.315350 -0.401495 -3.725519  0.08
H: 2.052347 -2.259990 -6.271379  0.06
H: 0.805660 -2.754306 -5.127245  0.08
H: 3.743497 -3.642935 -5.028740  0.06
H: 2.518999 -4.565893 -5.859244  0.08
H: 2.451247 -4.349585 -4.092679  0.07
H: 2.925862 0.096989 1.150315  0.03
H: 4.075369 0.504049 0.085314  0.05
H: 1.241580 -2.365086 -0.398548  0.06
H: 2.831336 3.428685 -2.402838  0.13
H: 4.218788 3.859437 -4.397192  0.12
H: 1.563017 1.898784 -6.882933  0.12
H: 0.054624 1.474936 -5.015622  0.11
C: -6.740204 -2.136822 3.109149  -0.07
C: -8.060322 -2.487027 3.363383  -0.06
C: -9.074166 -1.560581 3.178043  0.00
C: -8.741693 -0.294893 2.735068  -0.14
C: -7.434745 0.076769 2.484574  -0.01
C: -6.426869 -0.855240 2.674078  -0.06
N: -9.805262 0.695689 2.508737  -0.33
O: -10.945566 0.378637 2.757103  0.11
O: -9.462621 1.779279 2.066906  0.04
H: -5.952280 -2.864841 3.251024  0.11
H: -8.301411 -3.484180 3.704163  0.11
H: -10.102694 -1.825521 3.372952  0.12
H: -7.196050 1.074490 2.147226  0.11
H: -5.397124 -0.584619 2.481342  0.10
C: 8.461167 -3.442946 -2.886380  -0.05
C: 7.162869 -3.899585 -2.700398  -0.08
C: 6.397738 -3.404531 -1.659686  0.00
C: 6.949710 -2.451840 -0.820412  -0.14
C: 8.242256 -1.988384 -0.985126  0.00
C: 9.000479 -2.493314 -2.028505  -0.05
N: 6.132220 -1.907326 0.266917  -0.33
O: 5.002538 -2.339787 0.404057  0.02
O: 6.611874 -1.035724 0.967748  0.05
H: 9.055340 -3.830835 -3.702834  0.12
H: 6.747243 -4.631714 -3.368788  0.09
H: 5.387285 -3.754095 -1.508037  0.11
H: 8.654657 -1.247846 -0.316422  0.12
H: 10.012805 -2.143269 -2.173891  0.11
C: -9.001231 4.335773 0.448990  -0.07
C: -8.687436 5.234827 -0.562964  -0.07
C: -8.175652 6.484382 -0.252164  -0.01
C: -7.983839 6.812969 1.076239  -0.15
C: -8.297565 5.936746 2.099096  0.00
C: -8.809232 4.688509 1.778883  -0.06
N: -7.417192 8.130878 1.408970  -0.36
O: -7.166259 8.883907 0.488903  0.07
O: -7.227411 8.382701 2.580453  0.08
H: -9.396017 3.360079 0.202887  0.09
H: -8.840740 4.960981 -1.598162  0.10
H: -7.930437 7.187445 -1.033977  0.12
H: -8.143550 6.217143 3.130336  0.12
H: -9.057109 3.990913 2.563109  0.09
C: -1.826897 9.067383 -5.500560  -0.06
C: -0.439640 9.027478 -5.446286  -0.06
C: 0.195966 8.303727 -4.451334  0.00
C: -0.576754 7.625613 -3.525778  -0.15
C: -1.959911 7.658022 -3.558898  -0.01
C: -2.585334 8.387003 -4.556270  -0.06
N: 0.092736 6.840577 -2.481798  -0.35
O: 1.304980 6.837941 -2.456117  0.08
O: -0.606107 6.218410 -1.697132  0.04
H: -2.319071 9.631384 -6.281353  0.11
H: 0.147873 9.560027 -6.180723  0.11
H: 1.274073 8.270203 -4.402673  0.12
H: -2.543729 7.127655 -2.821338  0.12
H: -3.664842 8.424166 -4.597982  0.11
C: 4.262672 -2.506720 3.437529  -0.07
C: 5.650677 -2.508511 3.402829  -0.06
C: 6.364154 -3.244821 4.335743  0.01
C: 5.669691 -3.969733 5.286136  -0.14
C: 4.288632 -3.973976 5.339596  0.00
C: 3.582559 -3.233959 4.405052  -0.05
N: 6.423596 -4.771173 6.265813  -0.35
O: 7.634992 -4.734134 6.208168  0.08
O: 5.785899 -5.421908 7.067959  0.08
H: 3.707148 -1.936840 2.704203  0.08
H: 6.175755 -1.938607 2.647830  0.07
H: 7.443667 -3.253073 4.317882  0.12
H: 3.768699 -4.544626 6.094529  0.12
H: 2.501121 -3.224480 4.428068  0.09
C: 3.504835 -9.674551 -2.740896  -0.07
C: 4.536942 -10.217665 -3.494236  -0.06
C: 5.748870 -9.553549 -3.593481  0.00
C: 5.905592 -8.351539 -2.929321  -0.14
C: 4.888305 -7.791079 -2.178802  -0.01
C: 3.679572 -8.461444 -2.087183  -0.07
N: 7.197742 -7.653860 -3.014700  -0.33
O: 8.067371 -8.153861 -3.693524  0.10
O: 7.316612 -6.608054 -2.399463  0.05
H: 2.562277 -10.199522 -2.660912  0.11
H: 4.399428 -11.161634 -4.002570  0.11
H: 6.555936 -9.970451 -4.177081  0.12
H: 5.033371 -6.850155 -1.668703  0.11
H: 2.874531 -8.040088 -1.500983  0.11
C: -2.279574 -5.832142 5.431867  -0.07
C: -1.843978 -5.520385 6.713032  -0.06
C: -1.053840 -4.402420 6.925262  0.00
C: -0.715762 -3.611421 5.842933  -0.15
C: -1.134372 -3.907634 4.558432  -0.01
C: -1.922290 -5.028880 4.356260  -0.07
N: 0.106037 -2.412450 6.066618  -0.34
O: 0.476500 -2.181355 7.195490  0.10
O: 0.366603 -1.717777 5.098935  0.04
H: -2.900061 -6.703762 5.271295  0.11
H: -2.121562 -6.147424 7.548567  0.11
H: -0.711124 -4.154345 7.918689  0.12
H: -0.855211 -3.276832 3.727334  0.11
H: -2.260265 -5.274918 3.358998  0.11

Forces on atoms 1 to 2 (eV/Å):
0.11 -0.35 0.26
-0.13 0.15 -0.07

---

2.
Here is a molecular structure, C52H33I6N8SW from the Open Molecules 2025 dataset. Energies are from ωB97M-V/def2-TZVPD.

Output
Energy: -4690.03668 a.u.
Frontier orbital gap (alpha / beta): 0.1499 / 0.1505 Eh
Total charge: +3
Max |F|: 1.1 eV Å⁻¹
HOMO energy (alpha / beta): -14.2 / -14.2 eV
LUMO level (alpha / beta): -10.1 / -10.1 eV

Last column: natural (NBO) charge in e.
Element x y z (Å)
W: 0.025732 -0.120699 -0.570331  1.75
I: 1.659899 -8.270059 4.409909  0.26
C: 1.180311 -6.458232 3.522854  -0.14
C: 1.771768 -6.100524 2.318379  -0.25
C: 1.455146 -4.883482 1.729065  -0.13
C: 0.530268 -4.033344 2.331394  -0.17
C: -0.055858 -4.396570 3.543549  -0.19
C: 0.272710 -5.605060 4.141408  -0.22
C: 0.230922 -2.725053 1.700805  0.25
C: 1.161268 -1.711735 1.790135  0.07
C: 2.152811 -1.674216 2.802177  -0.17
C: 2.402756 -0.362356 3.046099  -0.20
C: 1.624907 0.401775 2.136465  0.10
C: 1.431995 1.793710 2.184705  0.20
C: 1.939768 2.555162 3.341336  -0.06
C: 3.296458 2.569910 3.671704  -0.22
C: 3.743934 3.295474 4.762202  -0.22
C: 2.833703 3.991118 5.552608  -0.15
I: 3.500799 5.051249 7.200971  0.27
C: 1.479240 3.978953 5.237718  -0.22
C: 1.036762 3.274364 4.128949  -0.21
C: 0.760614 2.473302 1.184639  0.05
N: 0.245117 1.908317 0.015801  -0.55
C: 0.032624 2.951622 -0.826536  0.12
C: -0.603488 2.863592 -2.111614  0.12
C: -0.126164 3.720893 -3.178925  -0.07
C: -0.797538 3.953486 -4.399539  -0.14
C: -0.216545 4.674802 -5.416693  -0.24
C: 1.078572 5.173031 -5.273797  -0.11
I: 1.966491 6.197734 -6.823057  0.32
C: 1.775784 4.958790 -4.086778  -0.25
C: 1.183481 4.246900 -3.067218  -0.15
C: -1.662449 1.940857 -2.141733  0.08
C: -2.900180 2.030376 -2.828189  -0.18
C: -3.741101 1.119920 -2.271459  -0.20
C: -3.014341 0.425050 -1.288174  0.13
N: -1.739904 0.910365 -1.200584  -0.54
C: -3.545421 -0.619267 -0.502518  0.21
C: -2.767974 -1.425526 0.290457  0.09
C: -3.270372 -2.526987 1.035467  -0.18
C: -2.210895 -3.184957 1.550689  -0.21
C: -1.051826 -2.436599 1.214563  0.10
N: -1.375676 -1.345491 0.442529  -0.51
C: -4.999952 -0.855878 -0.576850  -0.17
C: -5.511281 -2.097221 -0.968192  -0.17
C: -6.878158 -2.302425 -1.049138  -0.23
C: -7.751120 -1.274674 -0.709297  -0.13
I: -9.795305 -1.589484 -0.792686  0.27
C: -7.257479 -0.035709 -0.313491  -0.25
C: -5.889849 0.175909 -0.263969  -0.12
C: 0.355468 4.178503 -0.204513  -0.23
C: 0.783975 3.882407 1.052430  -0.19
N: 0.915191 -0.433368 1.309119  -0.53
H: 2.480849 -6.766361 1.842083  0.24
H: 1.910828 -4.600250 0.785316  0.21
H: -0.751925 -3.724428 4.038864  0.23
H: -0.175332 -5.876898 5.089462  0.25
H: 2.514031 -2.536065 3.347047  0.27
H: 3.018920 0.044712 3.830938  0.27
H: 4.018370 2.051399 3.047632  0.22
H: 4.800938 3.323346 4.996365  0.25
H: 0.770273 4.516657 5.854787  0.25
H: -0.023179 3.259084 3.891973  0.23
H: -1.792223 3.599853 -4.566941  0.22
H: -0.768761 4.854262 -6.331267  0.25
H: 2.781302 5.344046 -3.969047  0.25
H: 1.764391 4.063587 -2.173933  0.21
H: -3.183951 2.750923 -3.568876  0.25
H: -4.777535 0.947177 -2.525268  0.27
H: -4.314310 -2.765472 1.161871  0.27
H: -2.216103 -4.082351 2.151259  0.27
H: -4.833217 -2.895922 -1.252693  0.22
H: -7.264818 -3.259021 -1.376906  0.25
H: -7.938634 0.762155 -0.045543  0.25
H: -5.511590 1.142056 0.057443  0.22
H: 0.245478 5.155047 -0.653693  0.27
H: 1.137351 4.570164 1.806622  0.27
C: 3.261517 -3.121044 -1.569018  -0.70
C: 2.467453 -1.902944 -1.250313  0.31
N: 1.212639 -1.897541 -1.048265  -0.32
N: 0.598204 -3.138793 -1.115381  -0.42
C: -0.508302 -3.063371 -1.781660  0.31
N: -1.237599 -4.170484 -1.962070  -0.76
S: -1.104980 -1.547936 -2.434456  0.02
C: 3.102447 -0.584529 -1.196405  0.23
C: 4.436003 -0.414202 -1.489557  -0.21
C: 4.978837 0.862670 -1.472454  -0.10
C: 4.155297 1.919891 -1.141869  -0.22
C: 2.824084 1.668867 -0.860019  0.06
N: 2.295921 0.443014 -0.898171  -0.49
H: 4.150342 -3.167986 -0.934412  0.25
H: 3.597635 -3.080310 -2.610090  0.27
H: 2.670447 -4.016031 -1.438263  0.28
H: -0.850985 -5.066017 -1.704221  0.43
H: -2.038027 -4.155790 -2.568862  0.42
H: 5.046456 -1.274181 -1.733152  0.26
H: 6.023959 1.022813 -1.708680  0.26
H: 4.528453 2.935688 -1.097701  0.26
H: 2.171915 2.481283 -0.589274  0.24
I: 1.309129 0.603162 -3.915665  0.09
I: -0.647600 0.557417 -5.700382  0.13

Forces on atoms 1 to 2 (eV/Å):
0.12 0.21 -0.32
0.01 -0.04 0.02

---

Which of these has the lowest max |F|?
C52H33I6N8SW

---

Number 1 is which compound?
C66H80N12O17PS

---

The lowest total charge belongs to which entry?
C66H80N12O17PS